Version 1
C24H29N3O6S | ωB97M-V/def2-TZVPD

The SMILES is CC(=O)N1CCc2cc(S(=O)(=O)N[C@@H](CC(C)C)C(=O)Nc3ccc4c(c3)OCCO4)ccc21. The frontier orbital gap is 0.315 hartree. The LUMO energy comes out at 0.662 eV.

Geometry as ORCA input:
```
! wB97M-V def2-TZVPD RIJCOSX def2/J DEFGRID3
* xyz 0 1
C -5.371 -2.049 -0.567
C -4.295 -1.656 0.415
O -4.546 -1.070 1.449
N -3.024 -1.997 0.057
C -2.680 -2.707 -1.172
C -1.149 -2.845 -1.171
C -0.738 -2.104 0.063
C 0.527 -1.819 0.520
C 0.642 -1.038 1.659
S 2.241 -0.438 2.172
O 2.098 0.970 2.468
O 2.813 -1.281 3.179
N 3.179 -0.622 0.801
C 3.263 0.517 -0.104
C 4.386 0.343 -1.125
C 5.797 0.239 -0.535
C 6.153 1.458 0.314
C 6.802 0.080 -1.675
C 1.900 0.568 -0.821
O 1.702 -0.002 -1.873
N 0.982 1.279 -0.126
C -0.399 1.356 -0.353
C -1.016 0.838 -1.487
C -2.391 0.897 -1.605
C -3.174 1.482 -0.619
C -2.548 2.061 0.491
C -1.170 1.981 0.620
O -3.252 2.719 1.461
C -4.574 3.029 1.076
C -5.230 1.819 0.416
O -4.536 1.474 -0.768
C -0.467 -0.607 2.361
C -1.746 -0.920 1.923
C -1.868 -1.643 0.747
H -6.336 -1.782 -0.146
H -5.233 -1.508 -1.501
H -5.351 -3.117 -0.771
H -3.170 -3.685 -1.184
H -3.026 -2.136 -2.037
H -0.835 -3.889 -1.125
H -0.696 -2.397 -2.055
H 1.408 -2.151 -0.004
H 4.076 -1.014 1.046
H 3.401 1.443 0.470
H 4.344 1.200 -1.801
H 4.165 -0.550 -1.713
H 5.860 -0.656 0.096
H 6.023 2.372 -0.262
H 5.532 1.516 1.204
H 7.191 1.400 0.632
H 6.791 0.960 -2.314
H 6.559 -0.788 -2.284
H 7.808 -0.047 -1.283
H 1.273 1.616 0.790
H -0.421 0.385 -2.260
H -2.886 0.494 -2.474
H -0.710 2.411 1.496
H -5.102 3.316 1.986
H -4.567 3.872 0.371
H -6.256 2.039 0.117
H -5.214 0.972 1.114
H -0.321 -0.005 3.243
H -2.616 -0.584 2.460
*
```

Version 2
C24H29N3O6S | ωB97M-V/def2-TZVPD

The SMILES is COc1ccc(OC)c([C@H]2C(C(=O)c3sc(C)nc3C)=C(O)C(=O)N2CCN2CCOCC2)c1. The frontier orbital gap is 0.288 hartree. The LUMO energy comes out at -0.238 eV.

Geometry as ORCA input:
```
! wB97M-V def2-TZVPD RIJCOSX def2/J DEFGRID3
* xyz 0 1
C -2.663 -3.196 2.771
O -1.361 -3.093 3.294
C -0.449 -2.345 2.614
C 0.842 -2.318 3.137
C 1.837 -1.582 2.528
C 1.574 -0.853 1.373
O 2.494 -0.071 0.725
C 3.838 -0.147 1.134
C 0.285 -0.891 0.835
C -0.038 -0.100 -0.412
C -0.850 -0.878 -1.420
C -0.341 -2.149 -1.950
O 0.463 -2.819 -1.320
C -0.829 -2.577 -3.255
S -1.523 -1.502 -4.430
C -1.680 -2.859 -5.516
C -2.259 -2.700 -6.869
N -1.263 -3.975 -5.030
C -0.767 -3.856 -3.778
C -0.224 -5.056 -3.095
C -2.040 -0.262 -1.571
O -3.133 -0.575 -2.270
C -2.075 0.964 -0.728
O -3.030 1.721 -0.659
N -0.889 1.034 -0.103
C -0.519 2.048 0.845
C 0.641 2.919 0.315
N 1.135 3.928 1.219
C 1.801 3.419 2.402
C 2.523 4.587 3.079
O 1.621 5.610 3.429
C 0.937 6.081 2.291
C 0.177 4.952 1.592
C -0.715 -1.619 1.460
H -3.166 -2.223 2.744
H -2.658 -3.630 1.766
H -3.201 -3.859 3.447
H 1.048 -2.886 4.029
H 2.823 -1.584 2.965
H 3.974 0.240 2.150
H 4.393 0.478 0.436
H 4.214 -1.172 1.081
H 0.906 0.238 -0.855
H -1.713 -1.942 -7.429
H -2.207 -3.650 -7.394
H -3.298 -2.382 -6.800
H -0.339 -4.971 -2.018
H 0.842 -5.140 -3.306
H -0.724 -5.944 -3.471
H -3.785 0.130 -2.093
H -1.409 2.659 1.013
H -0.222 1.566 1.782
H 0.312 3.422 -0.600
H 1.483 2.266 0.070
H 2.525 2.659 2.103
H 1.094 2.976 3.124
H 2.996 4.266 4.009
H 3.287 4.982 2.393
H 0.251 6.852 2.644
H 1.654 6.523 1.582
H -0.307 5.333 0.692
H -0.595 4.568 2.280
H -1.699 -1.615 1.017
*
```

Least stable structure: version 2

Version 1
C20H33N3O3S | ωB97M-V/def2-TZVPD

The SMILES is CCCC[C@H](C[C@H](O)COCC(C)C)C(=O)NNC(=S)Nc1ccccc1. The frontier orbital gap is 0.339 hartree. The LUMO energy comes out at 0.555 eV.

Geometry as ORCA input:
```
! wB97M-V def2-TZVPD RIJCOSX def2/J DEFGRID3
* xyz 0 1
C 0.999 -3.166 5.615
C 1.434 -3.435 4.180
C 0.417 -2.903 3.172
C 0.849 -3.177 1.733
C -0.176 -2.674 0.712
C 0.293 -2.932 -0.729
C -0.838 -2.788 -1.763
O -1.602 -3.974 -1.833
C -0.299 -2.517 -3.185
O -0.584 -1.236 -3.674
C 0.075 -0.174 -3.021
C -0.129 1.100 -3.846
C -1.617 1.408 -3.980
C 0.610 2.274 -3.210
C -0.465 -1.192 0.866
O -1.579 -0.707 0.939
N 0.640 -0.413 0.926
N 0.501 0.972 0.914
C 1.442 1.702 0.273
S 2.833 0.990 -0.294
N 1.266 3.037 0.133
C 0.204 3.855 0.537
C -0.504 3.638 1.717
C -1.537 4.491 2.064
C -1.869 5.564 1.256
C -1.146 5.798 0.098
C -0.114 4.953 -0.261
H 1.736 -3.550 6.317
H 0.887 -2.098 5.786
H 0.045 -3.647 5.821
H 1.558 -4.510 4.034
H 2.401 -2.962 3.999
H -0.552 -3.373 3.355
H 0.294 -1.828 3.319
H 0.969 -4.255 1.595
H 1.822 -2.717 1.550
H -1.125 -3.194 0.886
H 0.679 -3.952 -0.808
H 1.107 -2.248 -0.976
H -1.493 -1.948 -1.487
H -2.059 -4.102 -0.994
H 0.783 -2.712 -3.223
H -0.805 -3.205 -3.865
H -0.332 -0.027 -2.008
H 1.150 -0.394 -2.928
H 0.281 0.910 -4.842
H -1.770 2.278 -4.614
H -2.130 0.557 -4.417
H -2.052 1.611 -3.003
H 0.570 3.141 -3.864
H 0.141 2.537 -2.264
H 1.653 2.023 -3.028
H 1.576 -0.698 0.640
H -0.479 1.248 0.932
H 1.965 3.475 -0.453
H -0.226 2.836 2.381
H -2.080 4.314 2.980
H -2.678 6.222 1.533
H -1.387 6.641 -0.531
H 0.451 5.134 -1.164
*
```

Version 2
C20H33N3O3S | ωB97M-V/def2-TZVPD

The SMILES is CCCC[C@H](C[C@H](O)COCC(C)C)C(=O)NNC(=S)Nc1ccccc1. The frontier orbital gap is 0.335 hartree. The LUMO energy comes out at 0.726 eV.

Geometry as ORCA input:
```
! wB97M-V def2-TZVPD RIJCOSX def2/J DEFGRID3
* xyz 0 1
C 1.577 -2.009 -3.870
C 1.771 -1.951 -2.359
C 0.776 -2.856 -1.634
C 1.056 -2.987 -0.135
C 1.046 -1.641 0.604
C 1.217 -1.850 2.115
C 1.384 -0.545 2.920
O 0.324 0.352 2.714
C 2.725 0.160 2.653
O 2.717 0.651 1.336
C 3.757 1.553 1.042
C 3.696 1.907 -0.445
C 2.350 2.538 -0.792
C 4.849 2.840 -0.805
C -0.220 -0.865 0.302
O -0.250 0.230 -0.239
N -1.361 -1.474 0.677
N -2.573 -0.835 0.482
C -3.725 -1.505 0.632
S -3.727 -3.103 1.094
N -4.901 -0.867 0.400
C -5.162 0.485 0.158
C -6.281 0.806 -0.609
C -6.596 2.126 -0.865
C -5.805 3.144 -0.359
C -4.709 2.829 0.426
C -4.385 1.511 0.693
H 1.727 -3.022 -4.239
H 0.571 -1.694 -4.135
H 2.285 -1.354 -4.372
H 1.638 -0.922 -2.025
H 2.789 -2.261 -2.112
H -0.234 -2.469 -1.788
H 0.814 -3.854 -2.078
H 2.038 -3.446 0.005
H 0.316 -3.659 0.306
H 1.875 -1.029 0.245
H 2.097 -2.472 2.289
H 0.349 -2.379 2.516
H 1.352 -0.805 3.987
H 0.499 0.811 1.879
H 2.832 0.993 3.364
H 3.565 -0.535 2.807
H 3.651 2.462 1.656
H 4.730 1.095 1.282
H 3.800 0.975 -1.011
H 2.313 2.783 -1.850
H 1.539 1.850 -0.569
H 2.202 3.452 -0.220
H 4.768 3.773 -0.250
H 5.808 2.382 -0.571
H 4.828 3.070 -1.867
H -1.464 -2.406 1.069
H -2.471 0.056 0.006
H -5.698 -1.488 0.374
H -6.899 0.012 -1.002
H -7.464 2.360 -1.464
H -6.048 4.174 -0.564
H -4.100 3.616 0.845
H -3.559 1.290 1.350
*
```

Least stable structure: version 1

Version 1
C3H7NO | ωB97M-V/def2-TZVPD

The frontier orbital gap (alpha / beta) is 0.325 / 0.250 hartree. The LUMO energy (alpha / beta) comes out at -4.865 / -6.904 eV.

Geometry as ORCA input:
```
! wB97M-V def2-TZVPD RIJCOSX def2/J DEFGRID3
* xyz 1 2
O 2.610 0.496 -0.112
C 2.502 1.119 0.907
H 3.224 1.880 1.233
H 1.660 0.975 1.612
C -2.160 0.207 -0.138
C -1.228 -0.856 -0.223
N -0.262 -1.003 -1.053
H -2.877 0.450 -0.910
H -2.485 0.467 0.863
H -1.380 -1.693 0.466
H 0.064 -0.218 -1.607
H 0.332 -1.823 -1.039
*
```

Version 2
C3H7NO | ωB97M-V/def2-TZVPD

The frontier orbital gap (alpha / beta) is 0.330 / 0.169 hartree. The LUMO energy (alpha / beta) comes out at -4.908 / -8.946 eV.

Geometry as ORCA input:
```
! wB97M-V def2-TZVPD RIJCOSX def2/J DEFGRID3
* xyz 1 2
C 1.665 -0.429 0.738
N 1.163 -0.415 1.863
H 1.819 0.398 0.042
H 2.068 -1.300 0.207
H 1.080 -1.318 2.356
C -1.770 0.309 0.069
C -0.938 0.793 -0.917
O -0.146 -0.103 -1.498
H -2.332 0.997 0.705
H -1.820 -0.765 0.218
H -0.780 1.772 -1.328
H -0.010 0.061 -2.455
*
```

Least stable structure: version 2

Version 1
C3H10N2S | ωB97M-V/def2-TZVPD

The frontier orbital gap is 0.314 hartree. The LUMO energy comes out at 0.830 eV.

Geometry as ORCA input:
```
! wB97M-V def2-TZVPD RIJCOSX def2/J DEFGRID3
* xyz 0 1
C -2.745 0.232 0.424
C 2.148 0.976 0.747
C 0.476 0.032 -1.230
N 1.725 -1.629 0.592
N -2.742 -0.752 -0.340
S 0.831 -0.340 0.627
H -3.621 0.692 0.752
H -3.700 -1.066 -0.528
H -1.709 0.613 0.687
H 1.573 1.822 0.805
H 2.553 0.889 1.665
H 2.874 0.654 -0.116
H 0.947 -0.675 -1.843
H -0.567 -0.145 -1.306
H 0.873 1.095 -1.409
H 1.085 -2.398 0.470
*
```

Version 2
C3H10N2S | ωB97M-V/def2-TZVPD

The SMILES is NCNCCS. The frontier orbital gap is 0.362 hartree. The LUMO energy comes out at 0.869 eV.

Geometry as ORCA input:
```
! wB97M-V def2-TZVPD RIJCOSX def2/J DEFGRID3
* xyz 0 1
N 1.794 -2.461 -0.782
C 0.479 -1.470 -0.780
N 0.665 -0.442 0.275
C -0.596 0.431 0.486
C -0.516 2.009 0.722
S -2.222 2.680 0.694
H 2.588 -2.054 -1.228
H 1.563 -3.356 -1.333
H 0.243 -1.084 -1.781
H -0.339 -2.158 -0.517
H 1.376 0.236 0.106
H -1.205 0.325 -0.454
H -1.256 0.102 1.229
H 0.190 2.304 1.491
H -0.109 2.321 -0.185
H -2.655 2.618 2.056
*
```

Least stable structure: version 1

Version 1
C3H10N2S | ωB97M-V/def2-TZVPD

The SMILES is N/C=C\N.CS. The frontier orbital gap is 0.298 hartree. The LUMO energy comes out at 0.687 eV.

Geometry as ORCA input:
```
! wB97M-V def2-TZVPD RIJCOSX def2/J DEFGRID3
* xyz 0 1
N 0.512 -0.553 -1.735
C 0.512 0.804 -1.906
C 0.414 1.773 -0.944
N -0.639 1.688 0.094
H 0.231 -1.106 -2.535
H 0.096 -0.869 -0.844
H 0.742 1.119 -2.901
H 0.886 2.770 -1.084
H -0.723 2.558 0.560
H -1.530 1.373 -0.282
C 0.852 -1.505 1.633
S -0.785 -1.001 1.264
H 1.551 -0.880 1.080
H 0.984 -1.390 2.712
H 0.975 -2.566 1.389
H -0.540 0.396 0.754
*
```

Version 2
C3H10N2S | ωB97M-V/def2-TZVPD

The frontier orbital gap is 0.322 hartree. The LUMO energy comes out at 0.618 eV.

Geometry as ORCA input:
```
! wB97M-V def2-TZVPD RIJCOSX def2/J DEFGRID3
* xyz 0 1
C 2.401 -0.437 -0.281
C -1.132 0.969 1.369
C -1.433 -1.170 -0.831
N -0.352 1.870 -0.870
N 1.213 0.031 0.367
S -0.069 0.591 -0.107
H 2.087 -1.405 -0.535
H 3.176 -0.423 0.443
H 2.756 0.128 -1.218
H -2.073 1.096 0.951
H -1.302 0.221 2.095
H -1.049 1.866 1.999
H -1.297 -1.569 0.156
H -2.237 -0.731 -1.230
H -0.859 -1.665 -1.635
H -0.353 1.921 -1.851
*
```

Least stable structure: version 2

Version 1
C3H10N2S | ωB97M-V/def2-TZVPD

The SMILES is [H]/N=C/N.CSC. The frontier orbital gap is 0.348 hartree. The LUMO energy comes out at 0.797 eV.

Geometry as ORCA input:
```
! wB97M-V def2-TZVPD RIJCOSX def2/J DEFGRID3
* xyz 0 1
H 2.465 -1.321 1.275
N 3.079 -0.773 0.654
C 2.331 -0.810 -0.398
N 2.755 -0.322 -1.554
H 1.360 -1.218 -0.521
H 2.233 -0.558 -2.433
H 3.527 0.217 -1.235
C -1.497 0.090 1.809
S -1.375 0.738 -0.007
C -3.103 0.360 -0.587
H -1.485 1.064 2.384
H -0.499 -0.374 2.246
H -2.333 -0.719 1.911
H -3.190 0.087 -1.708
H -3.566 -0.484 -0.071
H -3.727 1.328 -0.371
*
```

Version 2
C3H10N2S | ωB97M-V/def2-TZVPD

The frontier orbital gap is 0.150 hartree. The LUMO energy comes out at -3.950 eV.

Geometry as ORCA input:
```
! wB97M-V def2-TZVPD RIJCOSX def2/J DEFGRID3
* xyz 0 1
N 0.216 -0.863 -1.367
C 0.028 -1.588 -0.232
C 1.037 -2.253 0.436
S 2.063 1.301 0.329
C -1.155 1.801 0.359
N -1.913 0.583 -0.118
H 1.049 -0.287 -1.254
H -0.643 -0.212 -1.465
H -1.003 -1.566 0.074
H 0.675 -2.944 1.148
H 2.039 -1.860 0.242
H 3.257 1.067 0.704
H -0.342 1.908 -0.487
H -1.748 2.809 0.382
H -0.614 1.366 1.239
H -2.947 0.740 0.010
*
```

Least stable structure: version 2